Molecular formula: C5H7N
Method: DFT, the ωB97M-V functional and the def2-TZVPD basis

Positions of all 13 atoms, in Å:
N 0.848 0.588 2.304
C -1.523 -0.032 1.443
C -0.205 0.311 1.906
C -1.818 -0.162 0.150
C 1.378 0.619 -1.385
C 1.573 -0.648 -1.033
H -1.066 -0.023 -0.622
H 1.381 1.416 -0.645
H 1.574 -1.454 -1.763
H -2.270 -0.181 2.218
H 1.211 0.908 -2.421
H 1.742 -0.922 0.006
H -2.826 -0.420 -0.159

Atoms 1-2, force components in eV/Å:
N -1.052 -0.278 -0.410
C -0.105 -0.033 -0.192

Computed properties:
SMILES = C=CC#N.C=C
strongest force on any atom = 1.2 eV Å⁻¹
energy relative to the best compared isomer or geometry (same formula, charge and spin) = 190.4 kJ/mol
gap between HOMO and LUMO = 10.66 eV
LUMO = 0.016 Ha
E_tot = -249.4007 Eh